1.
An isolated ion of composition C9H19N5 and charge +2 at a distorted geometry, computed with wB97M-V/def2-TZVPD.

```
33
Properties=species:S:1:pos:R:3:forces:R:3
N -1.722094 -1.343029 0.070297 0.503 -1.255 1.825
N 2.894759 1.166818 -0.027988 -0.870 -2.882 -2.962
N -3.037485 -0.657933 -1.696323 1.117 -1.993 0.478
N 0.177297 0.065969 -0.094569 -3.088 1.175 -0.032
N -1.301845 0.468952 1.780990 -0.094 -0.435 2.085
C -2.946297 0.681625 -1.358976 -0.565 1.184 -0.474
C 1.217287 -0.724158 0.391388 3.187 -1.986 -0.480
C 0.600924 0.936601 -1.155471 1.343 1.369 1.308
C -2.406486 -1.613790 -0.990428 -0.087 2.251 0.614
C 1.771360 1.925672 -0.660427 -1.301 -0.435 -2.135
C -1.270835 0.121737 0.484322 0.557 -0.256 -5.042
C 2.375172 0.178617 0.974898 -1.702 -0.984 -1.571
C 0.917617 -1.865930 1.403874 2.040 -0.430 0.270
C -2.206073 1.058025 -0.317407 1.025 0.444 -0.018
H -2.217135 0.546780 2.230589 0.179 0.113 -0.450
H -0.260697 1.544828 -1.482859 0.786 -0.229 -0.201
H 0.583935 -2.715865 0.841006 -1.223 -0.311 -0.133
H -1.332577 -2.242582 0.539541 -0.659 2.523 -0.718
H 3.437113 0.715654 -0.814021 -0.938 -0.311 0.783
H 1.402076 2.536268 0.096078 -0.613 1.432 1.130
H 3.096063 -0.453374 1.394919 1.630 -0.557 0.175
H 3.627256 1.681942 0.326419 1.633 2.336 1.626
H 1.855373 -2.448881 1.821142 -1.375 2.016 -0.481
H 2.027247 2.485957 -1.608506 0.492 -0.421 1.460
H 0.288682 -1.514913 2.225162 0.245 -0.805 0.009
H -3.509009 1.419882 -2.010053 0.606 -1.197 1.027
H -2.142399 2.138451 -0.072097 -0.085 -0.961 -0.013
H 1.151876 0.458903 -1.971358 -0.856 -0.778 -0.329
H -0.807965 -0.278601 2.205343 0.508 -0.066 1.671
H -2.376261 -2.629235 -1.233654 -0.799 -1.334 -1.048
H 1.911221 0.701083 1.749646 -0.482 1.332 1.296
H 1.651418 -1.307271 -0.528314 -0.330 1.000 1.309
H -3.449516 -1.038203 -2.513163 -0.783 0.449 -0.980
```
Forces are in eV/Å.

Charge: +2
HOMO-LUMO gap in eV: 9.23
LUMO in eV: -6.43
Energy in eV: -17073.945
SMILES: C[C@@H]1C[NH2+]CCN1[C@@]1(N)C=CNC=[NH+]1
Molecular weight in Da: 197.29
Energy above the lowest of the compared OMol25 structures with the same formula, charge and spin in eV: 0.8081
Max |F| in Eh/bohr: 0.099
HOMO in eV: -15.66

=====

2.
A single C9H19N5O3 molecule at a distorted geometry, computed with wB97M-V/def2-TZVPD.

```
36
Properties=species:S:1:pos:R:3:forces:R:3
O -0.049340 -2.051506 -3.085834 0.849 0.388 -0.372
O -2.771862 0.677725 -0.971584 0.512 -0.223 0.147
O -2.375014 -1.022012 -2.313891 0.216 -0.505 -0.492
N -0.820465 2.381347 5.164678 1.192 -1.290 1.373
N -1.198696 0.427736 6.330522 -0.031 -2.369 0.100
N 2.526072 0.483544 -3.364683 0.341 -0.982 0.754
N 0.367306 -0.179016 -1.966273 1.722 3.124 -0.116
N -1.389667 0.446600 3.979322 0.253 -0.773 -0.450
C 1.753209 -0.604879 -3.921275 -1.640 -0.174 -0.574
C -0.985999 0.036173 1.615862 -1.142 -0.048 -0.956
C -0.594314 -0.356009 -0.900183 0.391 -1.135 0.325
C 0.639750 -1.017157 -2.954980 -1.495 -0.976 0.011
C 2.479983 -1.833865 -4.372391 2.627 -0.477 0.319
C -2.010081 -0.167251 -1.380324 -1.090 0.799 -0.137
C -0.273407 0.476027 0.334945 0.775 -0.478 0.338
C -0.669463 0.902591 2.799615 0.680 0.626 0.480
C -1.074790 1.011662 5.197610 -1.518 -0.302 0.645
H 1.280628 -0.209817 -4.829744 -0.476 0.032 0.332
H 0.794571 0.283761 0.567402 -0.257 0.671 -0.429
H 0.420633 0.983353 2.974536 -0.181 -0.436 0.049
H 0.952985 0.689421 -2.005949 -0.783 -1.012 0.214
H -1.388168 -0.652229 6.249443 0.591 2.791 -0.074
H 1.884276 -2.688947 -4.684230 -0.326 0.241 0.331
H -0.497775 1.525953 0.125501 0.303 -0.053 0.012
H -0.476397 -1.439811 -0.746016 -0.371 0.081 0.772
H 3.309465 0.049977 -2.878758 0.074 0.415 0.131
H -1.579865 -1.561929 -2.585954 -0.374 -0.062 -0.080
H 3.131409 -1.581354 -5.240892 -0.301 -0.111 0.603
H -1.292033 2.891233 4.471515 -0.649 0.789 -0.629
H -1.634077 -0.556169 4.002798 0.459 1.018 0.111
H 2.903798 1.007348 -4.114496 0.520 0.728 -0.657
H 3.176208 -2.138191 -3.522201 -0.769 -0.016 -1.053
H -0.946720 1.956063 2.662905 -0.200 -0.260 -0.625
H -0.800817 2.744457 6.118651 -0.144 0.065 -0.701
H -2.080133 0.102068 1.471004 0.377 -0.280 -0.049
H -0.711210 -1.016896 1.773351 -0.134 0.192 0.346
```
Forces are in eV/Å.

Charge: 0
HOMO-LUMO gap in eV: 9.10
LUMO in eV: 0.38
Energy in eV: -23235.320
SMILES: [H]/N=C(/N)NCCC[C@H](NC(=O)[C@H](C)N)C(=O)O
Molecular weight in Da: 245.28
Energy above the lowest of the compared OMol25 structures with the same formula, charge and spin in eV: 0.6295
Max |F| in Eh/bohr: 0.069
HOMO in eV: -8.71

=====

3.
A single C9H19N5O4 molecule at a distorted geometry, computed with wB97M-V/def2-TZVPD.

```
37
Properties=species:S:1:pos:R:3:forces:R:3
O -2.014485 -1.623342 -1.338350 0.539 -0.238 0.603
O -4.073027 -2.053824 0.935826 0.844 -0.037 0.366
O -5.723606 1.601849 -0.326454 0.470 -0.425 -0.181
O -3.764910 2.614324 -0.024968 1.285 1.355 -0.007
N 4.160931 -0.208261 0.750207 -0.492 0.609 -0.069
N -2.384367 0.337857 -0.240039 2.195 -1.718 -0.337
N 3.252690 1.896146 0.200159 2.249 -0.216 -0.302
N 0.269808 0.805471 0.027340 -4.737 -0.524 2.852
N 5.550190 1.302803 -0.408879 -1.098 0.911 0.438
C -4.373823 1.615610 -0.157926 -1.674 -2.863 0.208
C -0.071650 -0.215279 -0.911372 0.270 0.143 -0.638
C -4.146381 -0.659004 1.142123 -0.804 0.729 0.402
C -3.758983 0.143776 -0.092694 -1.616 1.231 -0.165
C 4.273825 1.071454 0.175039 -1.892 -0.623 1.292
C 0.815767 -1.415376 -0.747681 0.337 -1.400 0.739
C 2.294175 -1.065523 -0.675412 0.119 0.858 -1.140
C 2.837035 -0.916848 0.792282 1.831 -0.699 -2.243
C -1.558081 -0.623237 -0.815710 -0.859 1.618 -0.629
H 2.510553 1.569639 0.833944 1.013 -0.015 -0.386
H -5.201915 -0.461582 1.384911 0.306 -0.057 -0.096
H -4.135243 -0.509217 -0.846855 -0.469 0.031 -1.349
H 0.570402 -2.123917 -1.499893 0.168 -0.469 -1.251
H -2.054397 1.269899 -0.213539 0.647 0.912 0.405
H 1.149845 1.128494 0.171075 3.036 0.783 -1.029
H 0.012932 0.451463 0.988972 0.024 0.601 -1.311
H 5.790679 2.288199 -0.373497 -0.308 -0.034 -0.256
H 2.247250 -0.397981 1.506484 -0.969 0.427 0.258
H 0.635097 -2.088862 0.125970 -0.568 0.987 0.091
H 0.052156 0.234106 -1.948273 -0.059 -0.720 0.951
H -6.021324 2.512448 -0.469912 0.108 0.027 0.185
H -3.149013 -2.378000 0.917393 -0.709 0.505 -0.156
H 2.836968 -1.858783 -1.233467 0.082 0.355 0.789
H 5.003616 -0.708208 0.631968 0.431 -1.172 -0.030
H 6.335721 0.803793 -0.007872 -0.457 -0.323 0.059
H 2.901408 -1.975839 1.133031 0.594 0.903 0.213
H -3.540256 -0.223656 1.931856 0.232 -0.588 0.645
H 2.470395 -0.140598 -1.315780 -0.068 -0.863 1.077
```
Forces are in eV/Å.

Charge: 0
HOMO-LUMO gap in eV: 9.67
LUMO in eV: 0.62
Energy in eV: -25281.269
SMILES: [H]/N=C(/N)NCCC[C@H](N)C(=O)N[C@@H](CO)C(=O)O
Molecular weight in Da: 261.28
Energy above the lowest of the compared OMol25 structures with the same formula, charge and spin in eV: 1.6755
Max |F| in Eh/bohr: 0.108
HOMO in eV: -9.05

=====

4.
A single C9H19N5O4 molecule at a distorted geometry, computed with wB97M-V/def2-TZVPD.

```
37
Properties=species:S:1:pos:R:3:forces:R:3
O -0.989665 4.136688 -0.501714 -4.479 0.485 -1.054
O -0.309070 0.673857 1.578645 2.112 0.811 -0.121
O 4.288401 0.193472 0.160751 -6.051 -2.563 1.243
O 4.110901 -2.138510 0.007406 -2.272 2.282 1.241
N 1.683998 0.532486 0.415402 0.051 0.654 -1.626
N -2.173914 -2.457621 0.189274 -1.934 2.220 -0.710
N -2.347652 -0.271989 0.924763 -3.394 -1.251 3.349
N 1.411661 2.964914 -0.517670 1.292 1.691 1.206
N -4.305979 -1.150583 -0.331621 1.805 -2.445 -1.768
C -0.054079 -1.800879 -0.995538 0.398 -0.443 -5.107
C -0.718970 -2.333129 0.160984 -3.178 1.029 2.245
C 1.944169 -0.978413 0.488145 2.207 0.384 -1.834
C 3.486790 -1.116591 0.271708 4.938 -0.168 -1.533
C -3.115770 -1.338693 0.145154 2.704 0.572 2.136
C 1.481173 -1.913113 -0.701442 -2.278 -0.608 1.118
C 0.520307 1.198009 0.833876 0.635 -6.178 2.560
C 0.308841 2.500183 0.416402 1.830 3.008 -4.037
C -0.969219 2.690398 -0.259196 -3.967 1.289 -0.031
H 1.760531 -1.578813 1.398788 -0.485 1.422 0.057
H -0.429358 -3.311859 0.408291 0.976 -1.323 0.138
H 1.998846 3.731945 -0.012724 -1.425 -1.851 -1.270
H -0.571932 -1.731618 1.023417 1.121 0.435 0.741
H -1.704777 -0.680043 1.786107 -2.335 0.904 -3.309
H 2.060660 -1.910146 -1.589628 0.682 0.799 -0.703
H 1.036577 3.435394 -1.352582 0.054 -0.337 0.655
H -0.301858 -2.563197 -1.857793 0.811 0.996 1.306
H -3.084101 0.259378 1.570612 1.663 -1.089 -2.282
H -1.096544 2.143246 -1.189865 0.415 -0.142 -0.289
H -4.508444 -1.918030 -1.130476 0.517 1.939 2.556
H -2.456293 -3.257017 -0.273149 -1.097 -1.709 -1.262
H 0.297487 3.152499 1.200342 -0.018 1.525 2.533
H -2.030092 4.419387 -0.724505 4.333 -1.232 0.879
H -0.519998 -0.873795 -1.576530 1.295 -1.199 2.114
H -1.920528 2.417886 0.340525 1.940 0.164 -0.509
H 1.644292 -2.976886 -0.317802 -0.193 1.409 -0.343
H 3.334472 0.613227 0.356393 3.820 0.624 0.043
H 2.239123 1.237942 -0.344762 -2.491 -2.102 1.669
```
Forces are in eV/Å.

Charge: 0
HOMO-LUMO gap in eV: 9.60
LUMO in eV: 0.34
Energy in eV: -25276.435
SMILES: [H]/N=C(/N)NCCC[C@H](NC(=O)[C@@H](N)CO)C(=O)O
Molecular weight in Da: 261.28
Energy above the lowest of the compared OMol25 structures with the same formula, charge and spin in eV: 6.5092
Max |F| in Eh/bohr: 0.131
HOMO in eV: -9.26